Molecular formula: C30H67BrN2O6P
Method: DFT, ωB97M-V with the def2-TZVPD basis set

Output
* gap between HOMO and LUMO: 0.2725 hartree
* multiplicity: 1
* relative energy (zero: lowest compared OMol25 entry of this formula, charge and spin): 915.8 kJ/mol
* charge: +1

Structure (XYZ):
```
107
C30H67BrN2O6P (ωB97M-V with the def2-TZVPD basis set)
C 5.34973 2.55655 1.54231
C 4.98208 3.47189 0.19402
C 5.11056 2.48709 -1.11035
C 3.94764 1.33812 -1.23324
C 2.53738 1.69020 -0.47502
C 1.67687 0.25677 -0.42936
C 1.03698 -0.14681 -1.88895
C -0.11172 -1.29138 -1.60322
C -1.65698 -0.76594 -1.76467
C -2.33211 -0.21859 -0.35080
C -2.77209 1.39045 -0.43875
C -1.43342 2.31601 -0.64566
P -1.79752 4.19368 -0.86936
C -0.13938 5.04175 -1.43177
O -0.35729 6.38060 -2.02709
C 0.98950 6.83878 -2.47186
C 1.87627 7.64369 -1.31364
O 1.49095 6.64745 -3.69880
C -2.44505 5.06425 0.70221
C -2.02751 4.27692 2.08406
C -0.37999 4.39877 2.33893
Br -2.91554 5.23268 3.60138
H 4.48533 1.78672 1.78268
H 5.61865 3.22683 2.46658
H 6.29383 1.88913 1.25841
H 5.77967 4.35500 0.17660
H 3.93573 3.99195 0.32190
H 6.14355 1.90241 -0.98401
H 5.23816 3.16643 -2.05471
H 4.41043 0.28841 -0.94695
H 3.68708 1.25428 -2.39524
H 1.87204 2.44406 -1.09233
H 2.63994 2.02347 0.64204
H 2.49411 -0.57785 -0.18592
H 0.90340 0.21542 0.44808
H 1.92054 -0.66338 -2.50157
H 0.67429 0.76367 -2.52857
H 0.07609 -1.68110 -0.49052
H 0.09619 -2.24646 -2.28824
H -2.30452 -1.68865 -2.13985
H -1.74092 0.05107 -2.61218
H -3.23531 -0.88986 0.00007
H -1.49384 -0.29165 0.49141
H -3.32248 1.70180 0.55215
H -3.55777 1.51088 -1.31137
H -0.94632 1.96426 -1.67728
H -0.72887 2.12334 0.27339
H -2.72075 4.35488 -1.97007
H 0.35503 4.36420 -2.27039
H 0.63368 5.09391 -0.52474
H 2.26201 6.94129 -0.45830
H 1.16587 8.45731 -0.81608
H 2.81968 8.16494 -1.78582
H -3.61576 5.21477 0.66324
H -1.96743 6.13213 0.75789
H -2.28520 3.12020 2.02440
H 0.00906 5.20078 1.57312
H -0.20710 4.86159 3.42023
H 0.15747 3.35663 2.19377
C -7.58905 -5.41905 -4.36506
O -7.34060 -4.01972 -4.38751
C -8.38291 -3.24766 -3.77793
C -7.90608 -2.64486 -2.44681
N -7.74138 -3.67856 -1.41801
C -7.02265 -3.21799 -0.22370
C -5.57322 -2.73234 -0.40573
O -4.64765 -3.76342 -0.75960
C -4.61711 -4.07884 -2.14478
H -6.85847 -5.90402 -5.01848
H -7.45836 -5.82079 -3.35747
H -8.59201 -5.65138 -4.73329
H -9.30819 -3.82299 -3.65491
H -8.59889 -2.42436 -4.46679
H -8.64282 -1.91027 -2.09795
H -6.96695 -2.12307 -2.63915
H -7.22208 -4.45742 -1.81421
H -7.01054 -4.06335 0.47380
H -7.61004 -2.42813 0.25414
H -5.23561 -2.35754 0.56848
H -5.48965 -1.88274 -1.09323
H -4.80782 -3.20734 -2.77704
H -5.33216 -4.87461 -2.35979
H -3.62397 -4.46710 -2.38517
C 3.07084 -4.07343 5.13604
O 4.42914 -3.68551 5.29388
C 5.35576 -4.61088 4.71152
C 6.01476 -4.00680 3.46116
N 5.05985 -3.89489 2.35223
C 5.54081 -3.07204 1.23567
C 5.85330 -1.59217 1.52224
O 4.70394 -0.79584 1.82204
C 4.27145 -0.86945 3.17358
H 2.45796 -3.43085 5.77428
H 2.74390 -3.93216 4.10315
H 2.91573 -5.11258 5.43876
H 4.89398 -5.58222 4.49812
H 6.13628 -4.77749 5.46120
H 6.84995 -4.64594 3.14798
H 6.41619 -3.03074 3.73935
H 4.19981 -3.47872 2.69924
H 4.76073 -3.10977 0.46669
H 6.42584 -3.55050 0.80549
H 6.27105 -1.16810 0.60073
H 6.62831 -1.45844 2.28576
H 5.10182 -1.00312 3.87232
H 3.54052 -1.67189 3.28589
H 3.76142 0.06526 3.42070
```